Density functional theory data (ωB97M-V/def2-TZVPD) for a cluster of 11 separate species, C31H64O11 in total.

Each line ends with the Löwdin charge.
Positions of all 106 atoms, in Å:
O: 0.622 7.680 -6.053  0.063
O: -1.946 2.060 -7.675  0.079
O: 6.346 -0.912 -7.548  0.045
O: -9.487 0.308 -2.835  0.054
O: 5.893 3.002 1.497  0.026
O: -5.396 3.353 6.880  -0.103
O: -0.790 -4.922 -3.351  0.014
O: -1.818 -6.065 3.777  0.032
O: 0.485 -0.994 10.774  0.038
O: 4.894 -5.132 4.713  0.100
O: -1.159 2.336 0.703  0.030
C: -0.475 -7.890 2.936  -0.022
C: -3.066 -5.022 -2.529  -0.030
C: 6.106 0.041 -6.831  -0.436
C: 5.665 -5.257 2.501  -0.029
C: -1.073 1.118 0.898  -0.442
C: -1.387 -7.206 3.981  -0.475
C: -4.425 4.340 6.739  -0.200
C: 7.105 1.285 -6.700  -0.019
C: -3.262 3.768 -6.883  -0.028
C: 0.414 7.704 -3.789  -0.041
C: -1.489 0.463 2.251  -0.023
C: 0.663 -3.056 9.513  -0.035
C: -7.170 0.723 -2.084  -0.023
C: 1.041 -1.660 9.882  -0.472
C: 2.288 -1.110 9.189  -0.029
C: 2.680 7.834 -4.911  -0.025
C: -9.229 0.761 -0.515  -0.028
C: -0.286 0.224 -0.075  -0.028
C: -1.950 -5.373 -3.491  -0.449
C: -2.288 -6.251 -4.715  -0.018
C: 4.752 -4.757 3.609  -0.540
C: 4.716 3.697 3.486  -0.024
C: 1.205 7.788 -4.989  -0.539
C: 5.136 3.833 2.037  -0.475
C: -8.707 0.615 -1.951  -0.470
C: 4.834 0.063 -5.944  -0.026
C: -1.761 -8.013 5.194  -0.029
C: -2.426 3.118 -7.938  -0.528
C: 4.603 5.018 1.273  -0.032
C: -2.266 3.756 -9.293  -0.022
C: 3.755 -3.751 3.123  -0.028
H: 2.647 -0.268 9.779  0.078
H: -6.663 0.458 -1.156  0.067
H: 4.721 1.037 -5.467  0.068
H: -3.243 3.976 -9.724  0.084
H: 5.926 -6.306 2.638  0.084
H: 3.030 7.512 -3.931  0.082
H: -3.327 4.851 -6.985  0.077
H: -0.614 0.028 2.734  0.079
H: -0.504 -7.439 1.944  0.076
H: 5.253 -5.058 1.512  0.071
H: -9.674 -0.178 -0.184  0.089
H: -2.923 -5.575 -1.601  0.086
H: -2.388 -8.748 4.690  0.091
H: -1.549 -7.045 -4.817  0.081
H: 1.944 -0.655 8.259  0.082
H: 3.056 -1.863 9.014  0.081
H: 4.292 5.836 1.922  0.079
H: 3.245 8.746 -5.104  0.089
H: 1.291 -3.821 9.968  0.092
H: -0.197 -0.808 0.264  0.069
H: 3.727 4.154 3.507  0.077
H: 5.398 4.236 4.142  0.090
H: 8.152 1.048 -6.889  0.071
H: -1.974 1.231 2.853  0.074
H: 3.911 -0.271 -6.417  0.080
H: 3.596 4.743 0.959  0.087
H: -4.069 -5.199 -2.917  0.076
H: -1.774 3.031 -9.941  0.078
H: 3.121 -3.393 3.934  0.084
H: -5.571 3.274 7.821  0.078
H: 3.245 -4.133 2.239  0.084
H: -2.358 -7.401 5.870  0.081
H: 0.758 0.538 -0.059  0.082
H: 0.583 -3.213 8.437  0.085
H: -0.648 7.890 -3.955  0.089
H: -6.839 -0.009 -2.820  0.078
H: -2.205 -0.336 2.063  0.076
H: 4.286 -2.896 2.706  0.089
H: 0.563 -7.745 3.234  0.082
H: -6.844 1.744 -2.280  0.083
H: 4.756 2.632 3.717  0.085
H: -4.575 5.271 7.286  0.074
H: -0.712 0.315 -1.074  0.083
H: 7.120 1.585 -5.652  0.060
H: -0.846 -8.915 2.899  0.073
H: -8.437 1.097 0.153  0.065
H: -4.243 3.303 -6.987  0.091
H: 5.197 5.246 0.388  0.087
H: -4.293 4.563 5.680  0.081
H: 5.056 -0.742 -5.244  0.083
H: -0.913 -8.271 5.828  0.090
H: 0.738 8.579 -3.225  0.093
H: 6.602 -4.700 2.476  0.086
H: -3.453 4.027 7.123  0.071
H: -2.914 -4.013 -2.146  0.082
H: 0.424 6.768 -3.231  0.099
H: -3.272 -6.683 -4.527  0.069
H: 3.095 7.232 -5.719  0.090
H: 6.685 2.117 -7.265  0.075
H: -2.846 3.612 -5.888  0.084
H: -9.843 1.649 -0.665  0.085
H: -1.573 4.587 -9.417  0.085
H: -2.143 -5.545 -5.531  0.090
H: -0.339 -3.197 9.920  0.081

Values from the calculation:
SMILES ... CC(C)=O.CC(C)=O.CC(C)=O.CC(C)=O.CC(C)=O.CC(C)=O.CC(C)=O.CC(C)=O.CC(C)=O.CC(C)=O.CO
Orbital gap ... 9.442 eV
Energy above the lowest of the compared OMol25 structures with the same formula, charge and spin ... 2.061 eV


Density functional theory data (ωB97M-V/def2-TZVPD) for a cluster of 2 separate species, CH2BrNO4 in total.

Each line ends with the natural charge from an NBO analysis.
Positions of all 9 atoms, in Å:
Br: -0.458 -2.978 -3.772  -0.038
O: 1.099 -2.450 -1.570  -0.667
O: 1.572 -1.139 -3.177  -0.554
O: -1.060 -0.232 -0.255  -0.502
O: 0.990 0.000 0.488  -0.313
N: -0.174 0.357 0.598  0.341
C: 0.927 -2.013 -2.765  0.745
H: -1.843 0.125 0.009  0.479
H: 1.624 -1.867 -1.083  0.510

Values from the calculation:
SMILES ... O=C(O)Br.O=NO
Orbital gap ... 10.247 eV
Energy above the lowest of the compared OMol25 structures with the same formula, charge and spin ... 1.067 eV


Density functional theory data (ωB97M-V/def2-TZVPD) for a structure of composition C15H21BrCsN3O6.

Each line ends with the Löwdin charge.
Positions of all 47 atoms, in Å:
Cs: -0.276 -0.845 0.200  1.527
Br: 2.554 -0.137 -2.132  0.772
O: 1.577 0.374 1.327  -0.410
O: -1.496 -0.585 -1.934  -0.537
O: -1.149 -4.057 3.428  -0.075
O: -0.913 1.238 3.464  -0.092
O: 3.645 -0.406 1.821  -0.069
O: -1.379 -2.462 1.835  -0.343
N: 0.572 1.726 -1.737  0.059
N: 0.611 -1.107 3.457  -0.190
N: -3.119 -1.968 -2.953  0.055
C: -1.416 0.061 4.099  -0.240
C: 0.645 -2.518 3.084  -0.140
C: 0.323 3.843 -2.844  -0.264
C: -0.088 2.859 -1.951  -0.075
C: 2.191 2.416 -3.340  -0.113
C: 1.669 1.514 -2.419  -0.722
C: -0.482 5.105 -3.033  -0.062
C: 2.450 -0.149 2.079  -0.728
C: -1.687 -1.685 -2.639  -0.802
C: -0.764 -3.076 2.750  -0.731
C: -0.273 -0.813 4.579  -0.176
C: 1.497 3.593 -3.540  -0.055
C: 1.933 -0.507 3.494  -0.134
C: -0.815 -2.945 -2.434  -0.137
C: -0.746 -2.129 -3.736  -0.114
H: -1.167 -2.578 -4.634  0.072
H: -2.033 0.389 4.939  0.105
H: -2.032 -0.520 3.408  0.106
H: 3.102 2.190 -3.876  0.090
H: 0.284 -0.281 5.358  0.112
H: 1.080 -3.134 3.882  0.110
H: 2.671 -1.145 4.000  0.110
H: 1.870 0.439 4.036  0.115
H: 0.139 -1.519 -3.896  0.064
H: -3.285 -2.971 -2.934  0.036
H: -0.674 -1.733 5.020  0.122
H: 0.026 -2.883 -1.754  0.031
H: -1.508 4.878 -3.335  0.077
H: -0.237 0.935 2.833  0.042
H: -0.039 5.740 -3.803  0.064
H: -1.008 2.981 -1.382  0.130
H: 1.868 4.325 -4.252  0.104
H: -1.268 -3.931 -2.480  0.071
H: -3.610 -1.592 -2.148  0.049
H: 1.292 -2.619 2.201  0.112
H: -0.537 5.687 -2.110  0.075

Values from the calculation:
Charge ... -2
Orbital gap ... 4.983 eV


Density functional theory data (ωB97M-V/def2-TZVPD) for a cluster of 14 separate species, C7H43NO13 in total.

Each line ends with the natural charge from an NBO analysis.
Positions of all 64 atoms, in Å:
O: -0.795 -5.264 -1.785  -0.980
O: -2.565 2.824 -1.606  -0.962
O: -0.908 0.249 3.656  -1.014
O: 3.163 1.872 2.276  -0.997
O: 1.064 -4.479 0.011  -1.006
O: -0.437 3.497 0.078  -1.017
O: 1.695 -0.228 3.041  -1.003
O: 1.668 -3.988 -2.698  -0.985
O: 2.015 4.009 1.108  -0.997
O: -3.968 2.131 0.614  -0.983
O: 0.897 -2.905 2.190  -1.012
O: -1.831 2.400 2.173  -1.002
O: -1.625 -2.294 3.022  -0.985
N: 0.241 0.836 -1.205  -0.497
C: -0.411 -0.401 -1.689  -0.240
C: 2.574 0.613 -2.164  -0.645
C: -1.805 -0.573 -1.071  -0.399
C: 0.813 0.566 0.111  -0.440
C: 0.727 1.612 -3.515  -0.623
C: -2.164 -2.037 -0.843  -0.610
C: 1.270 1.415 -2.108  -0.041
H: 1.017 -3.815 0.736  0.526
H: -2.321 -2.567 -1.784  0.193
H: 2.685 2.628 1.854  0.518
H: 1.498 -0.286 0.120  0.196
H: 2.402 -0.423 -2.457  0.222
H: 0.050 0.194 3.432  0.503
H: -0.034 -2.792 2.481  0.510
H: -0.119 2.711 -0.441  0.503
H: -1.423 -1.337 3.167  0.506
H: -4.330 1.251 0.476  0.485
H: -1.292 0.938 3.079  0.498
H: 1.670 -4.125 -1.735  0.485
H: 1.538 -5.248 0.341  0.487
H: -1.907 2.127 -1.733  0.489
H: -1.810 -0.052 -0.112  0.193
H: 0.017 0.391 0.834  0.209
H: 1.351 1.450 0.452  0.196
H: -1.344 -4.479 -1.899  0.460
H: -0.226 -4.988 -1.024  0.494
H: -2.115 3.033 2.840  0.493
H: -2.051 3.559 -1.240  0.503
H: 3.107 0.621 -1.209  0.216
H: 0.216 -1.271 -1.483  0.195
H: -2.627 2.200 1.615  0.518
H: 1.338 2.310 -4.089  0.224
H: -3.535 2.406 -0.230  0.512
H: 1.315 -2.039 2.282  0.497
H: -0.313 1.946 -3.524  0.209
H: 2.209 -0.584 3.775  0.484
H: -0.530 -0.391 -2.774  0.210
H: -3.083 -2.140 -0.266  0.217
H: 1.119 3.852 0.715  0.510
H: -1.822 -2.570 3.925  0.474
H: 3.241 1.022 -2.924  0.219
H: 3.899 2.244 2.767  0.484
H: 0.940 -4.558 -2.975  0.481
H: 2.255 0.539 2.742  0.522
H: 1.526 2.399 -1.691  0.185
H: -2.589 -0.092 -1.651  0.195
H: 1.995 4.893 1.483  0.484
H: 0.749 0.660 -4.064  0.211
H: -0.879 3.111 0.875  0.511
H: -1.405 -2.585 -0.282  0.215

Values from the calculation:
Orbital gap ... 9.437 eV
Energy above the lowest of the compared OMol25 structures with the same formula, charge and spin ... 0.000 eV